Entry 1:
A cluster of 3 separate species, C3H10O4S in total in a non-equilibrium geometry. Source: the OMol25 dataset; level of theory: ωB97M-V/def2-TZVPD.

The structure (SMILES) is O=C(O)CCS.O.O. Its HOMO energy is -9.109 eV. As for the multiplicity: 1. For the LUMO energy, the calculation gives 0.0125 Ha. The value obtained for the energy above the lowest of the compared OMol25 structures with the same formula, charge and spin is 256.9 kJ/mol. For the HOMO-LUMO gap, the calculation gives 0.3473 Eh. Its largest force on an atom is 6.78 eV/A.

Last column: natural (NBO) charge in e.
Positions of all 18 atoms, in Å:
O: -0.55194 -0.37703 1.99780  -0.5232
C: 0.09663 -0.58230 1.08796  0.8077
O: 0.65309 -1.90130 0.74989  -0.7966
C: 0.85967 0.29453 0.21040  -0.5634
C: 0.32828 0.23770 -1.16067  -0.5208
S: 1.95823 0.43874 -2.05132  -0.0678
H: 0.33387 -2.78052 1.26974  0.5056
H: 0.58173 1.38817 0.56341  0.2159
H: 1.90780 0.15147 0.66184  0.2908
H: -0.48364 0.97240 -1.38466  0.2496
H: -0.06174 -0.76726 -1.59836  0.2641
H: 2.43678 -0.78967 -2.11801  0.1337
O: -1.62358 1.94609 1.89537  -0.9178
H: -0.98164 2.08656 2.57602  0.4711
H: -1.18803 1.54745 1.19093  0.4488
O: -2.94114 -0.68328 -0.68636  -0.9474
H: -2.32336 -0.43609 0.04027  0.4708
H: -3.55239 0.03216 -0.85971  0.4788

Entry 2:
An isolated molecule of C3H6N2O3 in a non-equilibrium geometry. Source: the OMol25 dataset; level of theory: ωB97M-V/def2-TZVPD.

Its HOMO energy (spin up / spin down) is -9.841 / -9.384 eV. As for the multiplicity: 1. For the LUMO energy (spin up / spin down), the calculation gives -0.0184 / -0.0702 Ha. The value obtained for the energy above the lowest of the compared OMol25 structures with the same formula, charge and spin is 640.9 kJ/mol. For the HOMO-LUMO gap (spin up / spin down), the calculation gives 0.3433 / 0.2746 Eh. Its largest force on an atom is 3.61 eV/A.

Last column: natural (NBO) charge in e.
Positions of all 14 atoms, in Å:
C: 1.94503 -1.01956 0.38832  -0.2610
O: 1.06987 0.08184 0.10049  -0.4658
C: -0.00264 -0.07643 -0.93573  0.3300
N: 0.01722 -0.55203 -2.02161  -0.2959
H: 1.56897 -2.01960 0.16979  0.1975
H: 2.17598 -1.01579 1.45327  0.2056
H: 2.87883 -0.84031 -0.14692  0.1924
C: -1.17851 0.61512 0.06636  0.5427
O: -2.36050 -0.10028 -0.00287  -0.6950
O: -1.39504 1.95808 -0.23929  -0.6978
N: -0.48547 0.46172 1.27075  -0.3851
H: -2.22191 -0.85924 -0.58705  0.4934
H: -1.91929 1.99727 -1.05012  0.4891
H: -0.09256 1.36919 1.53461  0.3498

Entry 3:
A cluster of 2 separate species, C6H11FN2 in total in a non-equilibrium geometry. Source: the OMol25 dataset; level of theory: ωB97M-V/def2-TZVPD.

Its HOMO energy (spin up / spin down) is -6.781 / -6.781 eV. As for the multiplicity: 1. For the LUMO energy (spin up / spin down), the calculation gives 0.0321 / 0.0321 Ha. The value obtained for the energy above the lowest of the compared OMol25 structures with the same formula, charge and spin is 388.7 kJ/mol. For the HOMO-LUMO gap (spin up / spin down), the calculation gives 0.2813 / 0.2813 Eh. Its largest force on an atom is 4.95 eV/A.

Last column: natural (NBO) charge in e.
Positions of all 20 atoms, in Å:
C: 1.82882 0.07935 -2.10088  -0.4993
C: 0.73463 0.77456 -1.85399  0.2681
C: -0.95926 0.83387 0.99366  -0.4696
C: 0.36288 1.22791 1.76899  -0.2492
C: -0.52712 -0.51247 0.53760  0.1426
C: -1.21629 -1.60172 -0.21058  -0.6606
N: 1.36884 0.17602 1.54404  -0.4333
N: 0.75114 -0.69149 0.75706  -0.2090
F: -0.39783 0.54031 -2.53670  -0.3483
H: 1.88653 -0.59341 -2.81781  0.1992
H: 2.71939 0.26582 -1.52030  0.2214
H: -1.80635 0.84828 1.65983  0.2180
H: -1.18363 1.38769 0.14747  0.2094
H: 0.80297 2.20751 1.16524  0.1779
H: 0.09110 1.50987 2.84768  0.2071
H: -2.14817 -1.76109 0.19453  0.2251
H: -0.77760 -2.54753 -0.04348  0.2082
H: -1.20178 -1.62472 -1.32939  0.2235
H: 0.59172 1.54194 -1.26049  0.1541
H: 1.05568 -1.58512 0.39802  0.4146

Entry 4:
An isolated molecule of C5H6S in a non-equilibrium geometry. Source: the OMol25 dataset; level of theory: ωB97M-V/def2-TZVPD.

Its HOMO energy (spin up / spin down) is -7.604 / -7.569 eV. As for the multiplicity: 1. For the LUMO energy (spin up / spin down), the calculation gives -0.0145 / -0.0180 Ha. The value obtained for the energy above the lowest of the compared OMol25 structures with the same formula, charge and spin is 385.7 kJ/mol. For the HOMO-LUMO gap (spin up / spin down), the calculation gives 0.2649 / 0.2601 Eh. Its largest force on an atom is 3.24 eV/A.

Last column: natural (NBO) charge in e.
Positions of all 12 atoms, in Å:
C: -2.02692 -0.13410 -0.16244  -0.1353
C: -0.61169 -0.32579 -0.04772  0.1831
C: 0.57553 0.58897 -0.20179  -0.4903
C: 1.64360 0.12153 0.77001  -0.5114
C: -1.50742 -0.93742 -1.09053  -0.1402
S: 0.70835 -0.50196 2.21671  -0.2415
H: -2.89789 0.34584 0.21939  0.2412
H: 0.93149 0.58465 -1.23818  0.2076
H: 0.25841 1.60635 0.05036  0.2271
H: 2.21318 -0.71075 0.35854  0.2005
H: 2.32412 0.91629 1.07505  0.2145
H: -1.61077 -1.55364 -1.94939  0.2449

Entry 5:
A structure of composition C32H51N4O2P2Pb in a non-equilibrium geometry. Source: the OMol25 dataset; level of theory: ωB97M-V/def2-TZVPD.

Its HOMO energy (spin up / spin down) is -16.682 / -16.595 eV. As for the multiplicity: 1. For the LUMO energy (spin up / spin down), the calculation gives -0.3905 / -0.3995 Ha. The net charge is +3. For the HOMO-LUMO gap (spin up / spin down), the calculation gives 0.2225 / 0.2104 Eh. Its largest force on an atom is 5.00 eV/A.

Last column: Löwdin charge in e.
Positions of all 92 atoms, in Å:
C: 0.57502 -1.86698 -1.93284  -0.3216
C: 0.02553 0.36011 -2.31962  -0.3053
C: 0.62753 -2.16923 -3.29332  0.0378
C: 0.27064 0.16757 -3.70367  0.0239
C: 0.56344 -1.09611 -4.19446  0.0143
H: 0.70918 -3.21480 -3.59247  0.1417
H: 0.16800 1.03729 -4.35909  0.1366
H: 0.75843 -1.26569 -5.25059  0.1365
N: 0.46265 -0.62138 -1.46245  0.0203
P: 1.33716 -2.44303 0.65276  1.0157
P: -0.91447 2.61973 -0.64698  1.2441
C: 0.52659 -2.98783 -0.89596  -0.2308
H: -0.53188 -3.20737 -0.67312  0.1000
H: 0.94943 -3.92547 -1.28642  0.0947
C: -0.40665 0.80256 3.56199  -0.0399
O: -1.11419 1.12824 4.39865  0.1427
C: -0.83616 1.47376 -1.98094  -0.2129
H: -1.10493 2.01655 -2.89648  0.0920
C: -2.67081 3.36693 -1.11270  -0.6160
C: 0.49917 4.00165 -0.37301  -0.6253
C: 0.59421 -3.57257 1.94814  -0.6977
C: 3.14925 -2.70847 0.19443  -0.6628
C: -3.46907 3.22185 0.18377  -0.0776
H: -3.03850 3.81389 0.99738  0.0880
H: -4.49218 3.57222 0.01147  0.1098
H: -3.52015 2.17907 0.51195  0.0663
C: -2.56429 4.81622 -1.57346  -0.0721
H: -2.15828 5.49121 -0.81557  0.0750
H: -1.97571 4.90494 -2.49449  0.0884
H: -3.57489 5.17254 -1.81462  0.1172
C: -3.37117 2.59050 -2.23509  -0.0757
H: -4.40476 2.95254 -2.32819  0.1230
H: -2.90320 2.72839 -3.21698  0.0961
H: -3.42318 1.51863 -2.03486  0.0390
C: 0.05355 4.84797 0.83576  -0.0688
H: -0.02703 4.23264 1.74626  0.0862
H: 0.81259 5.62683 1.01805  0.1170
H: -0.91180 5.35014 0.68300  0.0726
C: 1.85021 3.35349 -0.04017  -0.1237
H: 1.85139 2.81102 0.91956  0.0170
H: 2.19550 2.67950 -0.83681  0.0899
H: 2.59422 4.16241 0.05975  0.1147
C: 0.68240 4.84240 -1.63286  -0.0651
H: -0.19156 5.44830 -1.88120  0.0653
H: 1.51572 5.53879 -1.45731  0.1164
H: 0.93775 4.21554 -2.49626  0.0975
C: 3.96986 -2.78828 1.48693  -0.0779
H: 5.03217 -2.86918 1.21340  0.1084
H: 3.84415 -1.87659 2.08865  0.0642
H: 3.71428 -3.67165 2.08648  0.0785
C: 3.62465 -1.49528 -0.63383  -0.0795
H: 3.03286 -1.36035 -1.54870  0.0706
H: 3.60357 -0.56479 -0.05037  0.0603
H: 4.66801 -1.67865 -0.93653  0.1129
C: 3.35634 -3.97028 -0.65976  -0.0656
H: 4.44135 -4.11551 -0.78246  0.1128
H: 2.94877 -4.87679 -0.19370  0.0801
H: 2.93263 -3.86187 -1.66823  0.0817
C: -0.94722 -3.46821 1.89882  -0.0814
H: -1.36238 -3.98303 1.02056  0.0845
H: -1.35552 -3.96419 2.79392  0.1103
H: -1.30130 -2.42537 1.89594  0.0614
C: 1.08882 -3.11665 3.33188  -0.0763
H: 0.77353 -2.08716 3.55518  0.0608
H: 0.64780 -3.77800 4.09082  0.1086
H: 2.17981 -3.17091 3.42351  0.0744
C: 1.01153 -5.01818 1.64957  -0.0684
H: 0.69560 -5.33890 0.64502  0.0904
H: 2.09265 -5.17995 1.75864  0.0813
H: 0.50582 -5.67307 2.37625  0.1109
Pb: 0.80742 0.19420 1.12007  1.2296
N: -1.50220 0.26567 0.38890  -0.0221
C: -2.13909 0.17447 -0.65450  -0.1762
C: -3.36821 -0.60069 -0.97221  -0.2155
C: -4.01854 -1.05429 0.18227  -0.0324
C: -3.90960 -0.89710 -2.23677  -0.0270
C: -5.25657 -1.69982 0.10979  -0.0254
H: -3.54893 -0.88374 1.15322  0.1124
C: -5.15841 -1.53118 -2.31636  -0.0275
H: -3.33659 -0.62421 -3.12718  0.1247
C: -5.81866 -1.94041 -1.14893  -0.0212
H: -5.76647 -2.01245 1.02608  0.1288
H: -5.60198 -1.71373 -3.30187  0.1291
H: -6.77382 -2.45724 -1.23128  0.1288
N: 2.75591 1.88184 4.07341  0.1861
C: 3.56546 1.11957 3.27219  -0.6108
N: 4.90531 1.19678 3.51587  0.2025
O: 3.13414 0.40061 2.34927  -0.1888
H: 3.17154 2.28987 4.90358  0.1276
H: 1.76569 1.70869 4.05373  0.0446
H: 5.51520 0.71513 2.89586  0.1157
H: 5.27592 1.83441 4.21191  0.1299

Entry 6:
A structure of composition C7H16N4O2PRhS in a non-equilibrium geometry. Source: the OMol25 dataset; level of theory: ωB97M-V/def2-TZVPD.

Its HOMO energy is -16.192 eV. As for the multiplicity: 1. For the LUMO energy, the calculation gives -0.3026 Ha. The value obtained for the energy above the lowest of the compared OMol25 structures with the same formula, charge and spin is 3.6 kJ/mol. The net charge is +2. For the HOMO-LUMO gap, the calculation gives 0.2925 Eh. Its largest force on an atom is 1.00 eV/A.

Last column: natural (NBO) charge in e.
Positions of all 32 atoms, in Å:
Rh: 0.88523 -1.00677 -0.30436  0.6398
C: 1.51139 4.16487 0.49093  -0.6849
C: 1.28609 3.01649 1.39549  0.3769
N: 1.25326 3.03260 2.68402  -0.1766
N: 1.02199 1.74431 3.07199  -0.3239
C: 0.90635 0.91474 2.04780  0.2388
S: 0.58317 -0.75108 1.97481  0.0463
N: 1.08093 1.69731 0.97149  -0.2297
N: 1.00254 1.16398 -0.32278  -0.5890
H: 1.62504 5.05995 1.09764  0.2982
H: 0.66613 4.31353 -0.18360  0.2500
H: 2.41932 4.03230 -0.10008  0.2573
H: 0.96149 1.52340 4.05707  0.4647
H: 1.88578 1.34670 -0.80764  0.4254
H: 0.27889 1.66839 -0.83489  0.4229
O: 1.26548 -2.96208 -0.49990  -0.5847
C: 1.94391 -2.73926 -1.56268  0.6387
O: 1.86194 -1.57234 -2.05076  -0.6352
H: 2.56502 -3.51803 -2.00824  0.1986
C: -1.43174 -2.19046 -2.20824  -0.9960
P: -1.28025 -1.46556 -0.57189  1.4430
C: -1.90030 -2.65589 0.61612  -0.9976
C: -2.29840 0.01402 -0.48368  -0.9999
H: -2.48430 -2.38511 -2.42750  0.2858
H: -0.89023 -3.13580 -2.22505  0.2779
H: -1.02643 -1.51885 -2.96444  0.2774
H: -2.93191 -2.89575 0.34858  0.2854
H: -1.87484 -2.24821 1.62474  0.2783
H: -1.29938 -3.56500 0.57153  0.2903
H: -3.34755 -0.28725 -0.53696  0.2936
H: -2.09750 0.67788 -1.32488  0.2631
H: -2.14115 0.52698 0.46534  0.2655

Entry 7:
A structure of composition C14H9N4O4S2SeW. Source: the OMol25 dataset; level of theory: ωB97M-V/def2-TZVPD.

Its HOMO energy (spin up / spin down) is -11.957 / -11.955 eV. As for the multiplicity: 1. For the LUMO energy (spin up / spin down), the calculation gives -0.2026 / -0.2027 Ha. The value obtained for the energy above the lowest of the compared OMol25 structures with the same formula, charge and spin is 153.1 kJ/mol. The net charge is +1. For the HOMO-LUMO gap (spin up / spin down), the calculation gives 0.2368 / 0.2366 Eh. Its largest force on an atom is 0.37 eV/A.

Last column: natural (NBO) charge in e.
Positions of all 35 atoms, in Å:
W: -1.54217 -1.81025 0.90012  1.8227
S: -1.02364 -1.27736 3.23215  0.0372
C: 0.57136 -1.30599 2.56241  -0.0814
N: 0.56857 -1.57562 1.27620  -0.5978
C: 1.84944 -1.63854 0.72813  0.1875
C: 2.19030 -1.92933 -0.58769  -0.2441
C: 3.53144 -1.93696 -0.91611  -0.1660
C: 4.51486 -1.66373 0.03988  -0.1905
C: 4.18054 -1.38118 1.35005  -0.1931
C: 2.83150 -1.37279 1.68546  -0.2408
S: 2.11238 -1.07266 3.25209  0.5359
H: 1.42732 -2.15861 -1.31933  0.2368
H: 3.82823 -2.16629 -1.93019  0.2337
H: 5.55659 -1.68069 -0.24866  0.2366
H: 4.94311 -1.17839 2.08919  0.2402
O: -1.20534 -1.55903 -1.04230  -0.4919
N: -1.11760 -0.35880 -1.58578  0.1965
N: -1.31307 0.53870 -0.73700  0.2324
O: -1.55787 0.22923 0.51132  -0.5138
C: -1.29428 1.94069 -1.10342  0.1260
C: -1.37620 2.87365 -0.08476  -0.2151
C: -1.35603 4.21484 -0.43485  -0.1891
C: -1.25765 4.58769 -1.76732  -0.1595
C: -1.17893 3.62518 -2.76655  -0.1857
C: -1.19705 2.27965 -2.44491  -0.2162
H: -1.45347 2.56301 0.94585  0.2506
H: -1.41872 4.96618 0.33960  0.2375
H: -1.24467 5.63603 -2.03243  0.2366
H: -1.10696 3.92106 -3.80368  0.2389
H: -1.14252 1.52113 -3.21129  0.2505
O: -1.34125 -3.53844 0.80292  -0.1124
O: -1.03924 -4.75130 0.63650  -0.2698
Se: -6.03382 -1.26727 2.47786  0.3074
C: -4.49989 -1.54105 1.83029  0.1759
N: -3.40528 -1.73277 1.35624  -0.7158

Entry 8:
An isolated molecule of C5H11N in a non-equilibrium geometry. Source: the OMol25 dataset; level of theory: ωB97M-V/def2-TZVPD.

The structure (SMILES) is CN1CCCC1. Its HOMO energy is -8.299 eV. As for the multiplicity: 1. For the LUMO energy, the calculation gives 0.0420 Ha. The value obtained for the energy above the lowest of the compared OMol25 structures with the same formula, charge and spin is 54.6 kJ/mol. For the HOMO-LUMO gap, the calculation gives 0.3470 Eh. Its largest force on an atom is 1.12 eV/A.

Last column: natural (NBO) charge in e.
Positions of all 17 atoms, in Å:
C: -0.03134 1.48347 -1.16609  -0.4088
N: -0.78818 0.56387 -0.35907  -0.4402
C: -0.50871 0.56757 1.07050  -0.2217
C: 0.68285 -0.38762 1.27443  -0.4324
C: 0.53825 -1.39811 0.10201  -0.4255
C: -0.66687 -0.84081 -0.70816  -0.2244
H: 1.04892 1.26714 -1.27057  0.1558
H: -0.39938 1.46570 -2.19247  0.1993
H: -0.16465 2.48293 -0.76837  0.2008
H: -0.25987 1.57871 1.39656  0.2009
H: -1.38581 0.19162 1.57112  0.1905
H: 1.60509 0.15307 1.07635  0.2002
H: 0.73647 -0.90443 2.22679  0.2138
H: 0.34045 -2.42401 0.40044  0.2060
H: 1.41342 -1.38970 -0.53787  0.1977
H: -1.56779 -1.34522 -0.34454  0.1847
H: -0.59285 -1.06418 -1.77105  0.2033